CH5INP as an isolated structure in a non-equilibrium geometry, computed with ωB97M-V/def2-TZVPD.

Last column: Mulliken charge in e.
Cartesian coordinates (Å):
C: 0.36361 1.03902 -0.55074  -0.95
N: 0.54771 -1.32166 0.64367  -0.50
P: -0.22213 -0.70353 -0.74838  0.26
I: -3.05384 0.23289 0.18764  -0.36
H: 0.36682 1.42681 -1.51676  0.32
H: 1.40818 1.01387 -0.03909  0.28
H: -0.24938 1.57580 0.03387  0.41
H: 0.67121 -2.32460 0.51273  0.27
H: 0.16784 -0.93860 1.47706  0.28

Its energy above the lowest of the compared OMol25 structures with the same formula, charge and spin is 27.8 kcal per mole. Its frontier orbital gap is 7.33 eV.